{"formula": "C29H20Cl5N7O4SeTi", "method": "ωB97M-V/def2-TZVPD", "charge": -2, "e_lumo_ev": 4.0, "e_above_lowest_kj_mol": 108.64, "orbital_gap_ev": 4.34, "spin_multiplicity": 1, "elements": ["Ti", "C", "C", "C", "C", "N", "C", "N", "C", "N", "C", "N", "C", "C", "C", "C", "C", "N", "C", "C", "C", "C", "C", "C", "H", "H", "H", "H", "H", "H", "H", "H", "H", "H", "H", "H", "Cl", "C", "C", "C", "Cl", "C", "Cl", "C", "Cl", "C", "Cl", "C", "C", "C", "C", "N", "N", "C", "H", "H", "H", "H", "H", "H", "H", "H", "O", "Se", "O", "O", "O"], "positions_angstrom": [[0.535, 0.676, 0.438], [4.618, 0.335, 2.013], [4.773, -1.010, 2.418], [3.805, -1.913, 2.130], [2.648, -1.549, 1.359], [2.467, -0.206, 1.064], [3.443, 0.665, 1.407], [1.865, -2.533, 0.963], [0.972, -2.302, -0.041], [0.657, -1.059, -0.527], [-0.080, -1.165, -1.697], [-0.225, -0.143, -2.607], [0.515, 0.926, -2.539], [0.521, 1.834, -3.661], [1.460, 2.801, -3.764], [2.436, 2.953, -2.737], [2.287, 2.195, -1.615], [1.311, 1.273, -1.438], [-0.388, -2.511, -1.878], [-1.122, -3.221, -2.862], [-1.218, -4.579, -2.771], [-0.568, -5.303, -1.714], [0.175, -4.653, -0.771], [0.281, -3.241, -0.823], [5.324, 1.105, 2.286], [5.654, -1.315, 2.974], [3.876, -2.952, 2.419], [3.218, 1.710, 1.226], [-0.225, 1.663, -4.426], [1.474, 3.456, -4.628], [3.228, 3.685, -2.800], [2.949, 2.338, -0.770], [-1.607, -2.675, -3.663], [-1.792, -5.130, -3.508], [-0.664, -6.382, -1.679], [0.682, -5.196, 0.019], [0.839, 4.041, 0.437], [-0.541, 3.534, -0.497], [-0.958, 2.200, -0.444], [-2.140, 1.935, -1.148], [-2.900, 0.373, -1.081], [-2.788, 2.892, -1.933], [-4.221, 2.499, -2.827], [-2.287, 4.183, -2.008], [-3.064, 5.376, -2.996], [-1.164, 4.516, -1.265], [-0.555, 6.136, -1.319], [-3.150, -3.304, 1.660], [-2.671, -1.895, 1.738], [-3.181, -0.760, 2.343], [-2.258, 0.261, 2.086], [-1.241, -0.230, 1.366], [-1.527, -1.530, 1.166], [-2.394, 1.685, 2.496], [-4.231, -3.332, 1.528], [-2.901, -3.845, 2.575], [-2.681, -3.820, 0.821], [-4.104, -0.666, 2.890], [-0.867, -2.128, 0.667], [-3.437, 1.989, 2.388], [-1.768, 2.338, 1.897], [-2.076, 1.817, 3.530], [-0.104, 2.359, 4.425], [1.025, 1.412, 3.757], [2.525, 1.995, 3.887], [0.695, 1.552, 2.007], [0.839, -0.160, 4.058]]}

{"formula": "C53H72AsGe2HfN4O2S3", "method": "ωB97M-V/def2-TZVPD", "charge": 3, "e_lumo_ev": -8.2, "orbital_gap_ev": 6.39, "spin_multiplicity": 1, "elements": ["Hf", "C", "C", "N", "C", "C", "C", "S", "N", "C", "O", "C", "C", "C", "C", "C", "C", "H", "H", "H", "H", "H", "H", "H", "H", "H", "H", "H", "H", "H", "H", "H", "C", "C", "Ge", "C", "C", "C", "C", "Ge", "C", "C", "C", "C", "C", "C", "C", "C", "C", "C", "H", "H", "H", "H", "H", "H", "H", "H", "H", "H", "H", "H", "H", "H", "H", "H", "H", "H", "H", "H", "H", "H", "H", "H", "H", "H", "C", "C", "C", "C", "C", "C", "As", "C", "C", "C", "C", "C", "C", "C", "C", "C", "C", "C", "C", "H", "H", "H", "H", "H", "H", "H", "H", "H", "H", "H", "H", "H", "N", "C", "N", "S", "H", "H", "H", "H", "C", "C", "C", "S", "O", "C", "C", "C", "H", "H", "H", "H", "H", "H", "H", "H", "H", "H", "H", "H", "H", "H"], "positions_angstrom": [[0.346, -0.560, 0.119], [1.233, 1.888, 5.940], [1.733, 0.447, 5.886], [0.928, -0.377, 4.993], [-0.005, -1.315, 5.583], [-1.345, -0.668, 5.915], [0.992, -0.197, 3.685], [-0.092, -1.048, 2.650], [1.852, 0.734, 3.239], [2.371, 0.911, 2.070], [2.182, 0.087, 1.038], [3.203, 2.102, 1.903], [3.738, 2.733, 3.030], [4.504, 3.874, 2.889], [4.739, 4.405, 1.628], [4.198, 3.794, 0.503], [3.441, 2.646, 0.636], [1.835, 2.446, 6.651], [0.195, 1.929, 6.260], [1.322, 2.362, 4.966], [1.687, 0.007, 6.882], [2.771, 0.426, 5.546], [0.453, -1.723, 6.484], [-0.166, -2.133, 4.877], [-1.224, 0.144, 6.625], [-1.994, -1.418, 6.358], [-1.821, -0.288, 5.014], [3.566, 2.297, 4.000], [4.923, 4.342, 3.765], [5.351, 5.289, 1.518], [4.382, 4.208, -0.477], [3.010, 2.166, -0.239], [3.529, -3.865, -0.281], [3.542, -2.707, 0.706], [3.840, -0.901, -0.211], [5.475, 0.079, 0.449], [6.730, -0.478, -0.215], [3.702, -0.694, -2.154], [2.736, -0.825, -3.078], [0.803, -0.933, -2.417], [-0.263, 0.700, -3.041], [-0.401, 1.109, -4.503], [-0.249, -2.598, -2.971], [-0.698, -2.801, -4.409], [3.041, -0.815, -4.502], [1.983, -0.908, -5.410], [2.195, -0.910, -6.773], [3.487, -0.813, -7.265], [4.557, -0.731, -6.384], [4.343, -0.731, -5.020], [3.521, -4.804, 0.267], [4.416, -3.851, -0.910], [2.649, -3.833, -0.924], [4.374, -2.817, 1.409], [2.615, -2.688, 1.290], [5.523, -0.056, 1.530], [5.415, 1.145, 0.241], [6.775, -1.563, -0.151], [7.609, -0.073, 0.281], [6.782, -0.195, -1.265], [4.725, -0.528, -2.472], [0.162, 1.547, -2.491], [-1.271, 0.532, -2.632], [0.569, 1.299, -4.954], [-0.990, 2.021, -4.574], [-0.911, 0.345, -5.083], [-1.140, -2.575, -2.322], [0.348, -3.461, -2.667], [-1.286, -1.957, -4.761], [-1.323, -3.690, -4.477], [0.156, -2.942, -5.064], [0.982, -0.979, -5.014], [1.356, -0.994, -7.449], [3.661, -0.808, -8.329], [5.563, -0.676, -6.771], [5.210, -0.667, -4.381], [-5.432, -0.114, 3.756], [-5.572, 0.708, 2.650], [-4.701, 0.590, 1.578], [-3.668, -0.344, 1.612], [-3.533, -1.166, 2.726], [-4.413, -1.055, 3.791], [-2.457, -0.647, 0.068], [-3.519, 0.262, -1.315], [-3.447, 1.600, -1.679], [-4.261, 2.097, -2.685], [-5.155, 1.255, -3.328], [-5.245, -0.080, -2.970], [-4.430, -0.591, -1.965], [-4.427, -1.971, -1.479], [-5.297, -2.978, -1.879], [-5.215, -4.233, -1.301], [-4.274, -4.495, -0.317], [-3.400, -3.498, 0.092], [-3.466, -2.243, -0.488], [-6.117, -0.028, 4.586], [-6.367, 1.440, 2.615], [-4.832, 1.226, 0.708], [-2.738, -1.904, 2.761], [-4.308, -1.711, 4.643], [-2.750, 2.257, -1.172], [-4.205, 3.139, -2.964], [-5.790, 1.642, -4.110], [-5.951, -0.721, -3.473], [-6.050, -2.780, -2.626], [-5.899, -5.007, -1.610], [-4.238, -5.469, 0.148], [-2.680, -3.697, 0.878], [0.043, -5.659, 1.468], [-0.207, -4.999, 0.344], [-0.706, -5.652, -0.698], [0.117, -3.332, 0.228], [-0.143, -6.647, 1.551], [0.413, -5.181, 2.272], [-0.921, -6.637, -0.653], [-0.865, -5.172, -1.568], [-0.493, 4.790, -2.639], [0.273, 4.230, -1.445], [-0.622, 4.067, -0.222], [0.208, 2.953, 0.957], [-0.190, 1.540, 0.443], [-0.810, 3.183, 2.457], [-2.285, 2.828, 2.322], [-3.203, 4.031, 2.138], [0.182, 4.932, -3.478], [-0.946, 5.748, -2.399], [-1.279, 4.109, -2.960], [1.097, 4.901, -1.200], [0.701, 3.258, -1.712], [-1.578, 3.614, -0.476], [-0.787, 5.019, 0.275], [-0.656, 4.220, 2.752], [-0.314, 2.542, 3.187], [-2.592, 2.309, 3.231], [-2.418, 2.116, 1.496], [-3.111, 4.711, 2.981], [-4.237, 3.698, 2.091], [-2.988, 4.581, 1.227]]}

{"formula": "C13H52CsN26O13", "method": "ωB97M-V/def2-TZVPD", "charge": 1, "e_lumo_ev": -2.3, "e_above_lowest_kj_mol": 909.23, "orbital_gap_ev": 8.21, "spin_multiplicity": 1, "elements": ["Cs", "C", "O", "N", "N", "H", "H", "H", "H", "C", "O", "N", "N", "H", "H", "H", "H", "C", "O", "N", "N", "H", "H", "H", "H", "C", "O", "N", "N", "H", "H", "H", "H", "C", "O", "N", "N", "H", "H", "H", "H", "C", "O", "N", "N", "H", "H", "H", "H", "C", "O", "N", "N", "H", "H", "H", "H", "C", "O", "N", "N", "H", "H", "H", "H", "C", "O", "N", "N", "H", "H", "H", "H", "C", "O", "N", "N", "H", "H", "H", "H", "C", "O", "N", "N", "H", "H", "H", "H", "C", "O", "N", "N", "H", "H", "H", "H", "C", "O", "N", "N", "H", "H", "H", "H"], "positions_angstrom": [[-0.011, -0.681, 0.172], [3.205, 4.362, -1.539], [4.336, 4.702, -1.456], [2.293, 5.221, -1.526], [2.812, 3.138, -1.720], [1.365, 4.885, -1.739], [2.473, 6.181, -1.268], [1.820, 3.001, -1.596], [3.552, 2.452, -1.672], [-4.561, 3.170, 1.123], [-4.147, 3.104, -0.010], [-5.178, 4.166, 1.727], [-4.644, 2.106, 1.812], [-5.700, 4.200, 2.591], [-5.299, 5.018, 1.198], [-4.874, 2.082, 2.795], [-4.435, 1.239, 1.338], [-2.796, -2.991, -4.833], [-3.189, -3.844, -4.018], [-2.500, -1.748, -4.565], [-2.693, -3.070, -6.106], [-2.430, -1.554, -3.576], [-1.884, -1.273, -5.209], [-3.086, -3.915, -6.497], [-2.728, -2.209, -6.633], [2.880, -3.426, 0.085], [3.749, -3.473, 0.935], [1.651, -3.797, 0.075], [3.087, -3.133, -1.196], [1.387, -4.202, 0.962], [1.350, -4.209, -0.797], [2.361, -2.673, -1.726], [4.061, -2.874, -1.265], [2.693, -1.575, -4.029], [2.009, -0.985, -3.233], [2.577, -2.860, -4.264], [3.593, -0.992, -4.605], [1.855, -3.433, -3.853], [3.196, -3.306, -4.927], [3.666, -0.020, -4.339], [4.212, -1.566, -5.159], [-0.564, 2.639, -0.456], [0.426, 2.055, -0.794], [-1.530, 2.883, -1.197], [-0.780, 2.863, 0.834], [-2.303, 3.476, -0.930], [-1.467, 2.691, -2.187], [-1.648, 3.311, 1.091], [-0.065, 2.673, 1.522], [1.739, 4.450, 2.362], [1.498, 3.317, 2.667], [2.978, 4.721, 2.161], [0.831, 5.426, 2.297], [3.204, 5.680, 1.940], [3.729, 4.281, 2.674], [-0.095, 5.140, 2.580], [1.131, 6.353, 2.032], [-3.707, -0.495, -1.682], [-2.540, -0.846, -1.793], [-4.068, 0.750, -1.437], [-4.674, -1.351, -1.619], [-3.357, 1.454, -1.302], [-5.009, 1.094, -1.564], [-5.587, -0.932, -1.512], [-4.651, -2.276, -2.023], [-3.404, -4.575, -0.377], [-4.035, -4.650, 0.704], [-2.168, -4.335, -0.479], [-3.957, -4.766, -1.568], [-1.725, -4.125, -1.362], [-1.752, -4.147, 0.423], [-3.492, -4.485, -2.419], [-4.962, -4.824, -1.484], [0.813, -2.368, 3.807], [0.459, -2.566, 2.706], [0.593, -1.243, 4.342], [1.593, -3.149, 4.560], [-0.078, -0.676, 3.844], [0.906, -1.018, 5.276], [1.816, -4.021, 4.102], [1.954, -2.956, 5.483], [4.977, 0.577, -1.113], [5.922, 0.717, -1.879], [4.789, 1.266, -0.062], [3.965, -0.298, -1.118], [5.500, 1.928, 0.215], [3.986, 1.182, 0.545], [3.793, -0.933, -1.885], [3.238, -0.015, -0.477], [3.455, 0.244, 2.926], [3.041, 0.256, 1.777], [3.296, 1.317, 3.718], [4.141, -0.717, 3.343], [2.857, 2.142, 3.334], [3.822, 1.371, 4.579], [4.012, -1.582, 2.837], [5.080, -0.414, 3.557], [-3.134, -0.784, 2.986], [-2.413, -0.264, 2.105], [-3.160, -0.516, 4.265], [-4.072, -1.632, 2.755], [-2.343, -0.037, 4.615], [-3.850, -0.969, 4.848], [-4.462, -1.640, 1.824], [-4.521, -1.871, 3.628]]}

{"formula": "C2H4N2O2", "method": "ωB97M-V/def2-TZVPD", "charge": 0, "e_lumo_ev": 0.7, "e_above_lowest_kj_mol": 558.01, "orbital_gap_ev": 10.11, "smiles": "NCON=C=O", "spin_multiplicity": 1, "elements": ["C", "C", "N", "N", "O", "O", "H", "H", "H", "H"], "positions_angstrom": [[0.491, -0.713, 0.219], [-2.229, 1.158, -0.142], [1.730, 0.182, 0.155], [-1.285, 0.401, 0.058], [-3.191, 1.816, -0.296], [-0.708, -0.509, -0.642], [0.916, -1.739, -0.006], [-0.116, -0.811, 1.052], [2.347, -0.522, 0.381], [2.045, 0.737, -0.779]]}

Number 3 is which compound? C13H52CsN26O13